Density functional theory data (ωB97M-V/def2-TZVPD) for a structure of composition C3H5NO2S2.

The geometry in XYZ format:
```
13
Properties=species:S:1:pos:R:3:forces:R:3
C -0.856 0.287 -0.340 -3.48 -1.70 -1.78
C 1.085 -1.210 0.468 -0.75 -0.48 3.39
C 1.127 1.266 -0.162 1.41 -0.49 -0.75
H -2.701 -1.263 -0.502 1.42 -0.18 -0.17
H 1.338 -2.317 1.011 -0.19 3.42 -1.65
H 0.671 -0.265 1.425 1.24 -3.80 -2.66
H 0.910 1.563 0.834 0.06 -1.56 2.01
H 1.563 2.194 -0.320 1.57 1.47 -2.09
N -2.089 0.644 -0.131 2.01 -2.29 -0.65
O -2.971 -0.390 -0.213 -2.49 0.98 1.11
O -0.103 1.247 -0.805 1.61 0.87 -0.22
S -0.264 -1.487 -0.735 -1.25 1.61 1.49
S 2.290 -0.270 -0.531 -1.16 2.13 1.95
```
Positions in Å, forces in eV/Å.

Results
Energy above the lowest of the compared OMol25 structures with the same formula, charge and spin (kJ/mol): 620.8
Calculated total energy (Ha): -1118.71094
Charge: 0
M (g mol⁻¹): 151.21


Density functional theory data (ωB97M-V/def2-TZVPD) for a cluster of 2 separate species, H3NO2 in total.

The geometry in XYZ format:
```
6
Properties=species:S:1:pos:R:3:forces:R:3
N 0.088 0.015 0.850 -0.22 0.96 -3.69
O -0.564 -0.392 -1.660 -3.71 -2.29 -2.34
O 0.178 0.455 -1.104 2.89 2.00 5.19
H 0.190 1.020 0.872 0.10 0.53 0.83
H 1.028 -0.295 0.671 0.78 -0.37 0.44
H -1.451 0.030 -1.578 0.16 -0.83 -0.43
```
Positions in Å, forces in eV/Å.

Results
Energy above the lowest of the compared OMol25 structures with the same formula, charge and spin (kJ/mol): 340.7
Calculated total energy (Ha): -206.79949
Charge: 0
M (g mol⁻¹): 49.03


Density functional theory data (ωB97M-V/def2-TZVPD) for a structure of composition C4H20B2O10PtS2.

The geometry in XYZ format:
```
39
Properties=species:S:1:pos:R:3:forces:R:3
Pt 0.690 0.226 -0.117 1.11 2.46 -0.32
B 1.997 -1.757 0.670 0.79 -0.05 -0.60
H 2.570 -0.787 1.068 0.20 0.14 0.38
H 2.226 -1.793 -0.512 0.04 -0.44 -0.34
H 2.487 -2.744 1.181 -0.20 -0.50 0.49
H 0.794 -1.687 0.843 -0.81 -0.20 0.37
B 1.580 1.805 1.718 0.51 -0.42 0.67
H 1.484 2.842 2.344 -0.41 0.38 0.30
H 0.815 1.993 0.782 -0.30 -0.11 -0.69
H 2.707 1.671 1.364 0.33 -0.03 0.00
H 1.220 0.830 2.344 -0.01 -0.08 0.76
S -0.810 2.989 -1.966 -0.21 -0.28 0.22
O -0.026 4.056 -1.345 -0.03 0.07 -0.02
O -0.425 1.624 -1.387 -0.66 -0.11 -0.34
O -2.265 3.170 -1.642 -0.25 -0.11 -0.01
O -0.627 2.924 -3.431 -0.23 0.00 0.05
S 3.648 1.469 -1.908 0.22 -0.45 0.32
O 3.206 1.738 -3.291 0.05 -0.19 -0.18
O 4.010 2.721 -1.218 0.02 0.05 0.04
O 2.546 0.746 -1.148 0.42 -0.11 -0.56
O 4.829 0.540 -1.905 -0.16 0.13 -0.19
C -2.588 -0.888 2.887 0.84 0.09 0.79
C -1.410 0.046 2.590 -0.20 0.25 0.36
O -1.264 0.253 1.212 -0.51 -0.55 0.09
H -2.547 -1.150 3.954 -0.10 0.00 -0.02
H -2.397 -1.807 2.333 -0.48 0.02 -0.21
H -3.557 -0.418 2.713 -0.04 -0.19 -0.39
H -0.479 -0.373 2.968 0.08 -0.20 -0.38
H -1.484 1.001 3.129 -0.25 0.04 -0.13
H -2.053 0.636 0.814 0.17 0.49 -0.15
C -1.940 -3.108 -1.426 -0.35 -0.10 -0.64
C -1.760 -1.604 -1.656 -0.32 -0.74 0.27
O -0.400 -1.276 -1.701 -0.26 -0.56 -0.56
H -3.022 -3.311 -1.421 0.08 -0.12 0.32
H -1.450 -3.496 -0.535 -0.02 0.25 0.15
H -1.547 -3.666 -2.284 0.15 0.05 0.05
H -2.277 -1.078 -0.849 0.28 0.26 0.00
H -2.292 -1.369 -2.584 0.18 0.31 -0.01
H -0.191 -0.969 -2.588 0.34 0.56 0.15
```
Positions in Å, forces in eV/Å.

Results
Multiplicity: 3
Calculated total energy (Ha): -1881.63176
⟨S²⟩: 2.0041
Charge: -4
M (g mol⁻¹): 509.03


Density functional theory data (ωB97M-V/def2-TZVPD) for a structure of composition C46H42N4OP2PtS3.

The geometry in XYZ format:
```
99
Properties=species:S:1:pos:R:3:forces:R:3
Pt -0.445 -0.199 0.313 0.52 0.16 -0.10
O -0.323 -2.533 -1.868 -0.02 -0.09 -0.07
S -1.191 -2.061 -0.786 -0.03 -0.29 -0.20
C -2.800 -1.715 -1.432 0.10 0.08 -0.02
C -3.542 -2.726 -2.032 0.00 0.01 -0.03
C -4.744 -2.401 -2.637 -0.01 0.00 0.00
C -5.170 -1.079 -2.671 0.00 -0.02 -0.01
C -4.387 -0.072 -2.128 -0.02 -0.02 0.03
C -3.177 -0.373 -1.509 -0.18 0.03 0.11
P -2.076 0.983 -0.962 -0.08 0.10 0.16
C -3.100 2.320 -0.322 -0.01 -0.01 -0.02
C -3.731 3.171 -1.240 0.07 0.01 -0.04
C -4.568 4.177 -0.792 -0.02 0.01 0.03
C -4.780 4.351 0.570 -0.01 0.01 -0.01
C -4.154 3.518 1.483 0.01 -0.02 -0.01
C -3.320 2.502 1.042 -0.04 0.01 0.02
C -1.357 1.614 -2.493 0.06 -0.13 -0.05
C -0.799 2.892 -2.512 -0.15 0.05 -0.07
C -0.178 3.359 -3.660 -0.04 -0.03 0.01
C -0.107 2.555 -4.790 0.01 -0.01 0.00
C -0.651 1.277 -4.771 0.02 0.01 0.00
C -1.270 0.802 -3.624 -0.03 -0.01 0.01
C -1.282 -3.290 0.501 0.06 0.12 0.17
C -2.289 -4.232 0.604 0.02 -0.10 -0.03
C -2.181 -5.227 1.570 -0.05 0.02 -0.08
C -1.071 -5.283 2.392 0.07 0.01 0.02
C -0.080 -4.310 2.306 0.01 -0.07 0.02
C -0.190 -3.279 1.388 -0.14 0.08 -0.14
P 0.978 -1.875 1.382 -0.08 0.09 0.11
C 1.361 -1.410 3.074 -0.13 -0.06 0.00
C 0.551 -1.757 4.154 0.02 -0.01 0.05
C 0.843 -1.268 5.420 -0.03 -0.02 0.00
C 1.925 -0.422 5.608 0.01 0.00 -0.02
C 2.734 -0.074 4.531 0.03 0.01 0.02
C 2.456 -0.563 3.269 -0.02 0.03 0.02
C 2.523 -2.513 0.681 0.09 0.00 0.20
C 3.447 -3.048 1.588 0.04 0.04 -0.04
C 4.612 -3.642 1.130 0.01 0.00 -0.03
C 4.873 -3.707 -0.231 0.00 0.00 0.02
C 3.952 -3.197 -1.135 -0.02 0.00 -0.01
C 2.780 -2.611 -0.685 -0.11 -0.05 -0.06
H -3.181 -3.745 -2.055 0.02 0.01 -0.02
H -5.345 -3.178 -3.090 0.01 0.00 -0.01
H -6.108 -0.828 -3.148 -0.01 0.00 0.02
H -4.720 0.955 -2.194 0.00 0.01 0.02
H -3.557 3.065 -2.303 0.00 -0.02 -0.01
H -5.051 4.830 -1.506 0.00 0.00 0.00
H -5.432 5.141 0.917 0.00 0.00 0.00
H -4.313 3.654 2.544 0.00 0.00 0.00
H -2.855 1.856 1.765 -0.01 -0.01 0.01
H -0.864 3.530 -1.639 -0.10 0.00 -0.07
H 0.234 4.360 -3.679 0.00 0.01 0.00
H 0.361 2.929 -5.691 0.00 0.00 0.00
H -0.605 0.652 -5.653 0.00 0.00 0.00
H -1.690 -0.197 -3.624 0.00 0.02 -0.01
H -3.156 -4.204 -0.037 0.00 0.00 0.02
H -2.969 -5.961 1.668 0.00 0.00 0.00
H -0.983 -6.072 3.127 0.00 0.00 0.00
H 0.761 -4.341 2.987 0.01 0.00 -0.01
H -0.308 -2.400 4.021 -0.01 0.04 0.00
H 0.214 -1.543 6.257 0.00 0.00 -0.01
H 2.141 -0.032 6.593 0.00 0.00 0.00
H 3.582 0.582 4.679 -0.01 0.01 0.00
H 3.095 -0.290 2.437 -0.01 0.01 -0.02
H 3.269 -3.001 2.653 0.00 0.00 -0.01
H 5.316 -4.053 1.841 0.00 0.00 0.00
H 5.785 -4.166 -0.587 0.00 0.00 0.00
H 4.138 -3.271 -2.198 0.00 -0.01 0.00
H 2.054 -2.286 -1.411 0.00 0.00 0.03
S -1.880 -0.543 2.122 -0.06 0.04 0.09
C -1.102 0.777 2.956 0.07 -0.09 -0.16
S 0.081 1.475 1.900 -0.04 0.13 -0.07
C -1.385 1.173 4.219 0.17 -0.12 -0.17
C -2.372 0.456 4.958 -0.12 0.23 0.10
N -3.204 -0.123 5.503 0.07 -0.13 -0.03
C -0.631 2.234 4.802 -0.17 0.02 0.24
N -0.022 3.089 5.272 0.08 -0.01 -0.11
C 2.519 3.091 0.544 0.02 0.00 0.01
C 1.639 2.858 -0.674 0.10 -0.05 0.14
N 2.256 2.001 -1.684 0.04 0.07 0.07
C 3.354 2.634 -2.443 -0.04 -0.01 0.02
C 4.751 2.239 -1.986 0.02 0.00 0.00
C 1.854 0.763 -1.941 -0.04 -0.14 -0.06
C 2.472 0.066 -3.131 0.00 0.00 -0.02
N 0.959 0.051 -1.277 0.08 0.06 -0.04
H 1.983 3.690 1.279 0.00 0.00 0.00
H 3.426 3.632 0.279 0.00 0.00 -0.01
H 2.804 2.147 1.013 0.01 0.00 0.00
H 1.416 3.810 -1.160 0.03 -0.01 0.03
H 0.682 2.423 -0.409 0.00 -0.06 0.13
H 3.218 3.708 -2.316 0.02 0.01 0.00
H 3.221 2.437 -3.505 0.01 -0.01 0.00
H 4.937 2.542 -0.958 -0.01 -0.01 0.01
H 5.488 2.733 -2.619 0.00 0.01 0.01
H 4.924 1.166 -2.057 -0.02 -0.01 -0.01
H 2.410 0.682 -4.025 -0.01 0.01 0.00
H 1.951 -0.867 -3.337 0.01 0.00 0.01
H 3.520 -0.160 -2.944 0.01 0.01 -0.01
H 0.849 -0.819 -1.782 -0.09 0.03 0.00
```
Positions in Å, forces in eV/Å.

Results
Energy above the lowest of the compared OMol25 structures with the same formula, charge and spin (kJ/mol): 0.0
Calculated total energy (Ha): -4068.50107
Charge: +2
M (g mol⁻¹): 1020.10


Density functional theory data (ωB97M-V/def2-TZVPD) for the molecule C5H8N2.

The geometry in XYZ format:
```
15
Properties=species:S:1:pos:R:3:forces:R:3
C -1.798 -0.987 0.231 -0.01 -0.02 0.02
C -0.654 -0.174 -0.308 -0.05 -0.13 -0.15
C -0.577 1.282 -0.076 -0.12 0.28 -0.08
N 0.273 0.369 0.677 0.11 -0.08 0.13
C 1.708 0.405 0.390 0.13 0.09 -0.01
C 2.183 -0.660 -0.513 0.27 -0.71 -0.55
N 2.556 -1.492 -1.226 -0.39 0.82 0.70
H -2.186 -0.522 1.142 0.04 -0.06 -0.09
H -1.477 -2.002 0.474 -0.02 0.05 -0.03
H -2.606 -1.043 -0.504 0.07 -0.01 0.07
H -0.214 -0.535 -1.238 -0.04 0.07 0.12
H -0.111 1.903 -0.839 0.00 -0.09 0.06
H -1.349 1.779 0.507 0.09 -0.05 -0.08
H 2.003 1.364 -0.056 -0.03 -0.13 0.05
H 2.249 0.313 1.338 -0.04 -0.03 -0.19
```
Positions in Å, forces in eV/Å.

Results
Energy above the lowest of the compared OMol25 structures with the same formula, charge and spin (kJ/mol): 168.8
SMILES: C[C@H]1CN1CC#N
Calculated total energy (Ha): -304.77119
Charge: 0
M (g mol⁻¹): 96.13


Density functional theory data (ωB97M-V/def2-TZVPD) for a cluster of 4 separate species, C25H60FN4O3S in total.

The geometry in XYZ format:
```
94
Properties=species:S:1:pos:R:3:forces:R:3
C 5.068 3.207 -0.099 0.04 -0.03 -0.03
C 4.899 4.169 -1.281 0.01 -0.10 0.02
C 3.500 4.564 -1.788 0.13 0.11 0.24
F 3.240 3.941 -2.993 -0.01 -0.11 -0.03
C 2.271 4.232 -0.924 -0.51 -0.13 -0.25
C 1.978 2.730 -0.804 0.37 0.23 0.10
S 0.492 2.031 -1.527 0.20 -0.89 -0.01
O 0.449 0.699 -0.998 -0.02 0.23 -0.04
O 0.505 2.284 -2.933 -0.20 0.40 0.21
C 1.064 5.053 -1.406 0.12 0.43 0.23
O 1.384 6.382 -0.999 0.03 -0.14 -0.02
C 1.942 6.326 0.270 0.15 -0.01 -0.09
N 2.423 4.875 0.442 -0.10 0.47 -0.08
H 4.536 2.265 -0.220 0.00 0.02 -0.01
H 6.124 2.952 -0.013 -0.02 0.04 0.01
H 4.798 3.628 0.875 0.00 -0.02 -0.01
H 5.388 3.720 -2.147 -0.02 0.08 -0.02
H 5.458 5.085 -1.077 -0.02 -0.01 0.02
H 3.484 5.642 -1.976 -0.01 -0.04 -0.10
H 1.981 2.416 0.238 0.07 -0.09 -0.19
H 2.737 2.144 -1.325 -0.05 0.00 -0.03
H -0.532 2.698 -0.934 0.03 0.15 -0.10
H 0.935 5.034 -2.484 -0.05 -0.07 0.02
H 0.151 4.746 -0.881 -0.04 -0.10 -0.21
H 1.244 6.548 1.080 -0.04 -0.09 -0.11
H 2.810 6.982 0.311 -0.05 0.02 0.10
H 3.380 4.875 0.794 0.00 -0.30 -0.01
H 1.817 4.385 1.107 0.15 0.02 0.26
C 0.340 -0.902 -3.985 -0.04 0.02 -0.07
C 0.507 -2.238 -4.688 -0.01 -0.02 0.04
N 1.317 -3.172 -3.923 -0.02 0.01 -0.02
C 1.692 -4.363 -4.668 0.05 -0.04 -0.03
C 0.576 -5.321 -5.101 0.02 -0.03 0.01
C 0.898 -3.381 -2.546 0.02 0.07 0.09
C -0.541 -3.843 -2.291 0.01 -0.09 0.06
H 1.309 -0.483 -3.710 0.01 -0.02 0.01
H -0.166 -0.190 -4.639 0.02 -0.01 -0.02
H -0.261 -0.998 -3.081 0.02 0.03 0.02
H 1.013 -2.088 -5.646 0.00 0.00 0.00
H -0.494 -2.632 -4.929 0.01 -0.02 0.00
H 2.423 -4.913 -4.069 -0.01 0.01 0.01
H 2.226 -4.026 -5.561 -0.03 0.03 0.00
H 0.175 -5.889 -4.263 -0.02 0.02 0.01
H 0.970 -6.038 -5.823 0.00 0.00 0.01
H -0.248 -4.792 -5.580 0.01 0.00 -0.01
H 1.049 -2.442 -2.006 0.00 0.02 -0.02
H 1.596 -4.091 -2.097 -0.01 -0.03 -0.03
H -1.263 -3.274 -2.881 0.01 0.02 0.00
H -0.789 -3.692 -1.238 0.00 -0.01 0.00
H -0.685 -4.900 -2.510 -0.02 0.01 -0.06
C -5.022 -3.934 3.324 -0.02 0.00 0.00
C -4.798 -4.756 2.064 0.01 -0.01 0.02
N -3.835 -4.155 1.156 0.01 0.00 0.01
C -3.831 -4.754 -0.168 -0.01 0.03 -0.13
C -3.401 -6.219 -0.300 0.02 0.01 -0.02
C -2.530 -3.862 1.726 0.05 0.04 0.02
C -1.739 -5.020 2.347 0.03 0.02 -0.01
H -5.288 -2.907 3.071 0.01 0.00 -0.01
H -5.836 -4.367 3.907 0.00 0.01 0.00
H -4.139 -3.914 3.965 0.00 -0.01 0.00
H -5.742 -4.830 1.519 0.01 -0.02 -0.01
H -4.531 -5.784 2.355 0.01 0.00 0.00
H -3.195 -4.138 -0.809 0.00 0.00 0.02
H -4.845 -4.655 -0.568 -0.02 0.00 0.05
H -2.327 -6.345 -0.170 0.00 0.00 0.03
H -3.653 -6.584 -1.298 0.00 0.00 0.00
H -3.910 -6.859 0.422 -0.01 0.00 0.00
H -2.663 -3.091 2.489 -0.04 -0.01 0.01
H -1.932 -3.394 0.938 -0.01 -0.02 -0.01
H -2.367 -5.631 2.997 0.00 0.01 0.01
H -0.925 -4.624 2.958 0.01 0.00 -0.01
H -1.297 -5.672 1.596 -0.04 -0.02 0.00
C -0.475 5.423 2.891 -0.03 -0.01 -0.07
C -0.418 3.976 2.426 -0.07 -0.01 0.10
N 0.442 3.140 3.243 0.17 0.19 -0.18
C 0.732 1.856 2.626 0.02 -0.19 -0.12
C -0.406 0.871 2.342 0.05 0.06 0.00
C 0.124 3.112 4.669 -0.04 0.03 0.16
C -1.288 2.673 5.065 0.03 -0.02 -0.01
H 0.529 5.842 2.995 0.00 -0.01 0.12
H -1.037 6.026 2.175 -0.01 0.01 0.00
H -0.977 5.518 3.852 0.02 0.00 0.01
H -0.006 3.947 1.399 -0.16 -0.08 -0.01
H -1.444 3.591 2.332 0.02 0.02 -0.04
H 1.509 1.355 3.208 -0.02 0.07 0.07
H 1.195 2.100 1.663 -0.08 -0.17 0.18
H -0.737 0.340 3.233 -0.01 0.09 0.05
H -0.053 0.127 1.627 -0.04 -0.01 0.00
H -1.268 1.370 1.896 -0.03 -0.04 0.00
H 0.309 4.109 5.074 0.00 0.02 -0.04
H 0.860 2.463 5.146 0.00 -0.01 -0.03
H -2.053 3.168 4.464 -0.01 0.02 0.02
H -1.473 2.939 6.106 0.01 -0.01 0.00
H -1.431 1.598 4.972 -0.01 0.00 -0.05
```
Positions in Å, forces in eV/Å.

Results
Calculated total energy (Ha): -1930.98079
Charge: +1
M (g mol⁻¹): 515.85


Which of these has the lowest calculated total energy? C46H42N4OP2PtS3


What is the charge in the second record? 0